Record 1
Below is a cluster of 2 separate species, C6H16N3 in total in a non-equilibrium geometry, with properties calculated with ωB97M-V/def2-TZVPD.

Relative energy (zero: lowest compared OMol25 entry of this formula, charge and spin) ... 14.3 kcal per mole
Charge ... +1
HOMO ... -13.429 eV
Energy ... -402.1930 a.u.

Geometry as XYZ:
```
25
Properties=species:S:1:pos:R:3:forces:R:3
C -0.9790 -0.8560 0.7896 -1.4311 -2.0934 -1.7381
C -1.1677 0.1917 -0.3446 -1.6531 -1.3220 -0.2123
C 2.8181 -0.1343 0.4032 2.7181 2.0885 1.1677
C -1.7992 1.3788 0.3078 -1.8314 -0.8427 2.3697
C -2.0539 -0.4599 -1.4675 -0.1680 0.7032 3.2486
C 3.5748 1.0832 0.6112 0.6447 0.1976 -1.0700
N 0.1642 0.4879 -0.7366 0.8315 -1.5221 2.1994
N 2.1249 -0.9921 0.2101 -0.3143 -2.2091 -0.4153
N -0.1396 -2.0205 0.2770 -0.8686 1.9235 -2.3535
H -0.4230 -0.3475 1.5085 0.7573 0.3146 1.8119
H -1.9084 -1.3551 1.1171 0.2523 1.0402 0.3074
H -1.9294 2.1799 -0.3265 -0.2616 1.6621 -1.8428
H -1.0661 1.7286 1.0343 -0.3473 0.1234 0.5455
H -2.8462 1.2260 0.7963 1.9535 -0.0637 -0.6342
H -2.9682 -0.7824 -0.8842 0.7145 0.2890 -1.1173
H -1.5210 -1.3191 -1.7959 0.0973 -0.5828 -1.0808
H -2.2981 0.2756 -2.2008 -0.1532 0.0844 -0.7966
H 2.7682 1.8082 0.6194 0.2631 0.7552 0.0432
H 4.2174 1.2320 -0.3091 -0.6294 0.0374 1.1673
H 4.1702 1.1697 1.5377 -0.3996 -0.4184 -0.5190
H 0.6259 1.0179 -0.0140 -0.0502 -0.1929 0.7857
H 0.1071 -2.7200 0.9624 0.0557 -0.0876 0.0972
H 0.7469 -1.4012 -0.0611 -0.7238 -2.0286 0.4122
H -0.6191 -2.4324 -0.5731 0.7831 0.2675 1.5338
H 0.4012 1.0409 -1.4611 -0.2397 1.8767 -3.9101
```
Positions in Å, forces in eV/Å.



Record 2
Below is the ion C6H16N3 with charge +1 in a non-equilibrium geometry, with properties calculated with ωB97M-V/def2-TZVPD.

Relative energy (zero: lowest compared OMol25 entry of this formula, charge and spin) ... 92.6 kcal per mole
Charge ... +1
HOMO ... -12.052 eV
Structure (SMILES) ... CNN(C)C[NH2+]C1CC1
Energy ... -402.0682 a.u.

Geometry as XYZ:
```
25
Properties=species:S:1:pos:R:3:forces:R:3
C 3.3842 -0.8744 0.0499 -2.5357 -2.0454 -2.4894
N 2.4427 0.0047 -0.6189 0.3950 0.5454 -1.3528
N 1.2780 0.1831 0.1126 -1.9944 0.6575 -4.1970
C 1.4733 0.5199 1.4854 -1.6046 -0.3803 1.0715
C 0.2158 0.4174 -0.8255 -0.1682 -0.9092 6.1118
N -1.0873 -0.7748 -0.7474 -1.6848 1.4497 0.4125
C -2.2926 0.1735 -0.9503 -0.1590 -3.4912 4.1045
C -3.3878 -0.3315 0.1028 0.7735 3.7941 -2.8397
C -2.6181 0.9515 0.2839 0.9454 -1.0419 -0.0427
H 2.7650 -1.5528 0.6662 0.4939 0.2287 -0.2344
H 3.7851 -1.4909 -0.7678 0.7663 0.2185 0.7424
H 4.0162 -0.3457 0.6415 2.5235 1.0493 1.6247
H 2.7834 0.9053 -1.0415 0.0105 -1.2802 1.1012
H 1.2672 -0.3660 2.1193 0.0387 0.3808 -0.1355
H 2.5379 0.6826 1.5568 -0.0917 0.9018 0.6140
H 0.7754 1.3081 1.8329 0.8295 -0.0092 -0.1492
H -0.5020 1.2102 -0.5246 1.1631 -0.1751 -0.7554
H 0.4405 0.1579 -1.7890 1.1303 0.3994 -2.2952
H -1.2207 -1.5210 -1.4083 0.7108 -0.2249 -1.0144
H -1.2460 -1.3003 0.1258 0.5570 0.8404 0.0021
H -2.3779 0.5238 -1.9254 -0.4982 0.4098 -1.4425
H -3.1496 -1.1772 0.6146 0.8338 -2.0795 1.4811
H -4.4020 -0.2430 -0.1144 -1.4978 0.1321 -0.5210
H -2.9992 1.9041 0.0560 -1.1916 0.8649 -0.0253
H -1.8813 1.0355 1.0653 0.2547 -0.2355 0.2289
```
Positions in Å, forces in eV/Å.



Record 3
Below is a structure of composition C6H16N4O10P2Pt, with properties calculated with ωB97M-V/def2-TZVPD.

Relative energy (zero: lowest compared OMol25 entry of this formula, charge and spin) ... 33.1 kcal per mole
HOMO (spin up / spin down) ... -8.179 / -8.179 eV
Energy ... -2011.8077 a.u.

Geometry as XYZ:
```
39
Properties=species:S:1:pos:R:3:forces:R:3
Pt 0.8969 -0.2480 0.0578 0.4736 -0.3862 0.2256
C -3.3115 -0.1451 1.9886 0.0135 0.0279 -0.0229
C -1.9196 -0.4180 1.4337 -0.0320 0.0776 -0.0462
O -1.6015 0.4910 0.3631 0.1251 -0.0516 0.0304
P -0.6360 -0.1232 2.6964 -0.0188 0.0013 0.2328
O -0.7477 1.3085 3.2784 -0.1965 -0.2164 0.1025
O -0.9910 -1.0812 3.8740 0.0048 -0.0027 -0.0312
O 0.7234 -0.4159 2.0818 -0.0202 0.0240 0.0470
P -1.6729 -2.1838 0.9320 0.0592 0.0232 -0.0806
O -2.9941 -2.4193 0.0263 0.0300 -0.2044 -0.0629
O -1.7346 -2.9860 2.1907 -0.0581 -0.0745 0.0443
O -0.4655 -2.2342 0.0365 -0.2991 0.2343 -0.1135
H -3.3883 0.8967 2.2998 0.0035 -0.0094 0.0201
H -3.5269 -0.7907 2.8391 0.0082 -0.0056 -0.0040
H -4.0533 -0.3444 1.2146 0.0003 0.0130 -0.0022
H -2.1414 0.2755 -0.4082 -0.0507 -0.0206 0.0154
H -0.1908 1.9566 2.7383 0.1226 0.0940 -0.0832
H -1.2675 -1.9673 3.4857 0.0639 0.0401 -0.0360
H -3.4642 -3.2242 0.2784 0.0158 0.1173 0.0705
N 3.0375 -0.5871 0.5423 -0.2959 0.1617 -0.0590
H 3.4617 -1.3794 0.0772 -0.0203 -0.0087 -0.0296
H 2.9505 -0.7945 1.5332 0.0228 -0.0040 0.0264
H 3.6352 0.2237 0.4393 -0.0072 0.0213 -0.0161
O 0.1882 4.1682 0.5103 0.0038 -0.3140 0.0619
N 0.5671 3.0163 0.6338 0.0990 0.1547 -0.2944
O 0.8626 2.5401 1.7736 0.0167 0.1149 -0.2430
O 0.7200 2.2739 -0.3802 -0.1520 0.2740 0.4159
C 2.7291 1.5627 -2.3815 0.0250 -0.0002 -0.0078
C 1.6624 0.5939 -2.7370 0.0266 -0.0364 0.0186
N 0.9852 -0.1998 -1.9261 0.0177 -0.0621 -0.1860
C 0.1401 -0.9841 -2.6938 0.0321 -0.0104 0.0111
C 0.3119 -0.6480 -3.9926 -0.0028 0.0041 -0.0109
N 1.2715 0.3414 -4.0015 -0.0092 -0.0164 0.0216
H 2.6676 1.7948 -1.3231 -0.0139 -0.0045 -0.0029
H 2.5968 2.4963 -2.9277 -0.0030 -0.0097 0.0006
H 3.7106 1.1510 -2.6267 0.0009 0.0068 -0.0015
H -0.4910 -1.7206 -2.2236 0.0118 0.0250 -0.0036
H -0.1487 -1.0135 -4.8923 0.0039 0.0085 0.0188
H 1.6279 0.8177 -4.8106 -0.0010 0.0141 -0.0256
```
Positions in Å, forces in eV/Å.



Record 4
Below is a cluster of 2 separate species, C6H16N5O in total in a non-equilibrium geometry, with properties calculated with ωB97M-V/def2-TZVPD.

Relative energy (zero: lowest compared OMol25 entry of this formula, charge and spin) ... 48.4 kcal per mole
Charge ... +1
HOMO ... -12.843 eV
Energy ... -586.8153 a.u.

Geometry as XYZ:
```
28
Properties=species:S:1:pos:R:3:forces:R:3
C 4.1932 -0.6455 1.1593 0.8144 -1.2198 0.7088
N 3.8763 0.8300 1.0520 -1.8506 -1.0374 0.1696
C 2.8054 1.1317 0.0276 -0.3272 2.1751 0.4189
C 1.3396 0.7192 0.6386 -2.6315 -2.6969 -1.0514
N 0.8716 -0.6660 0.2387 -3.3799 6.7031 5.0623
C -0.4415 -0.7118 0.9934 3.3489 1.4167 -1.3581
N -1.1444 -1.8835 0.8581 -0.8759 0.0831 1.6042
N -0.7303 0.5731 1.7424 1.4074 -3.2151 -2.2358
N 0.3541 1.4535 1.5213 2.9251 -3.5113 -2.9839
H 4.9674 -0.9582 0.3345 -1.5894 0.7101 1.5752
H 3.2689 -1.3598 1.1006 1.5420 1.3458 -0.0053
H 4.6991 -0.8483 2.2208 -1.0306 0.5692 -2.4241
H 3.4550 1.1221 1.9745 0.9226 -0.2979 -1.2460
H 3.0025 0.6693 -1.0408 -0.7117 0.4944 2.5300
H 2.8300 2.3136 -0.1361 -0.2471 -2.5260 0.3767
H -1.3774 -2.4787 1.7040 0.1603 1.4193 -1.5340
H -1.4085 -2.2783 -0.0901 0.7674 1.0321 1.2823
H -1.5768 0.7689 2.3273 1.3561 -0.0247 -0.7520
H 0.5066 2.4253 1.8718 -0.7081 -1.3828 -0.1113
C -3.6066 0.6505 -2.5649 -0.1284 0.0637 -0.1574
C -3.4668 -0.5502 -1.6522 -0.1735 0.3990 -0.1362
O -2.1767 -1.1246 -1.8005 0.7189 -0.2825 0.3205
H -3.4531 0.3598 -3.6092 -0.0974 -0.0162 0.1821
H -4.5976 1.1023 -2.4657 0.1339 0.0086 -0.0285
H -2.8496 1.4059 -2.3300 -0.1062 0.0210 0.0672
H -4.2107 -1.3116 -1.9045 0.2816 -0.0064 0.0642
H -3.6061 -0.2654 -0.6048 -0.2203 0.0183 0.0535
H -1.5236 -0.4431 -1.5660 -0.3008 -0.2424 -0.3914
```
Positions in Å, forces in eV/Å.



Record 5
Below is a cluster of 2 separate species, C6H16NO in total in a non-equilibrium geometry, with properties calculated with ωB97M-V/def2-TZVPD.

Relative energy (zero: lowest compared OMol25 entry of this formula, charge and spin) ... 19.8 kcal per mole
Charge ... +1
HOMO ... -12.383 eV
Energy ... -367.9510 a.u.

Geometry as XYZ:
```
24
Properties=species:S:1:pos:R:3:forces:R:3
C 0.2393 1.3788 -0.2311 -0.2301 0.0474 -0.6316
C 0.2544 -0.1207 -0.2137 0.0847 -1.7029 -0.1273
C -1.0750 -0.6906 -0.6933 0.2206 1.4994 -0.0995
C -2.0386 -1.0587 0.1392 -0.6369 -0.7173 -0.6272
C -1.9815 -1.3707 1.5924 -0.2960 0.1617 0.5224
C -1.3254 -0.5387 -2.1826 0.2181 -0.2674 0.6895
N 1.5862 1.9794 0.0743 0.1609 0.0967 -0.1018
H -0.4964 1.8070 0.4307 -0.0384 -0.0452 0.5699
H -0.0444 1.7398 -1.2196 0.1841 0.0331 -0.0337
H 1.0240 -0.5574 -0.8630 0.1465 0.5141 -0.2138
H 0.5083 -0.5373 0.7561 -0.1598 0.2894 0.4813
H -2.9703 -1.2916 -0.3714 -0.0774 -0.1163 0.2006
H -2.9057 -1.7724 2.0091 -0.0421 -0.3590 -0.5469
H -1.1854 -2.0723 1.7992 0.2286 -0.1716 0.2006
H -1.8659 -0.5094 2.2278 0.5462 0.6553 0.1534
H -2.2497 -1.0570 -2.4208 -0.0300 0.1795 -0.3191
H -0.5029 -0.9869 -2.7358 0.0159 -0.1838 -0.1713
H -1.3659 0.5069 -2.4927 -0.2344 0.0065 -0.0388
H 2.1450 2.0181 -0.7783 0.0136 0.1350 -0.0003
H 1.4700 2.9229 0.4369 0.1580 0.1353 -0.0478
H 2.1565 1.4368 0.7378 -0.1486 -0.4319 0.2183
H 4.2183 -0.0321 1.4985 -0.0918 -0.0798 0.0717
H 3.1396 -1.0537 1.1155 0.0029 -0.1480 0.0117
O 3.2654 -0.1401 1.3848 0.0054 0.4698 -0.1603
```
Positions in Å, forces in eV/Å.



Q: What is the relative energy (zero: lowest compared OMol25 entry of this formula, charge and spin) in the fourth record?
A: 48.4 kcal per mole



Q: Which value of energy does entry 2 give?
A: -402.0682 a.u.



Q: The highest relative energy (zero: lowest compared OMol25 entry of this formula, charge and spin) belongs to which entry?
A: number 2



Q: Which of these has the lowest relative energy (zero: lowest compared OMol25 entry of this formula, charge and spin)?
A: number 1